Below is a structure of composition C42H35AsBaF15GeN3O3S3Si, with properties calculated with ωB97M-V/def2-TZVPD.

Its charge is -2. The value obtained for the LUMO energy is 0.1343 Ha. The HOMO-LUMO gap comes out at 6.03 eV. As for the spin multiplicity: 1. As for the energy above the lowest of the compared OMol25 structures with the same formula, charge and spin: 49.24 kcal/mol. The largest force on an atom comes out at 0.1018 Eh/bohr. Its HOMO energy is -2.37 eV.

Positions of all 105 atoms, in Å:
Ba: 0.421 0.273 -0.216
C: 0.747 -2.441 3.673
C: 0.890 -1.149 2.894
N: -0.050 -0.781 2.090
N: -1.161 -1.583 2.125
C: -2.157 -1.371 1.320
S: -2.454 -0.330 0.032
S: -3.589 -2.418 1.666
C: -3.131 -3.330 3.178
C: -2.653 -4.744 2.981
C: -2.035 -5.162 1.806
C: -1.599 -6.472 1.666
C: -1.755 -7.381 2.703
C: -2.360 -6.974 3.882
C: -2.804 -5.666 4.015
C: 2.071 -0.303 3.118
C: 2.619 -0.247 4.401
C: 3.655 0.610 4.733
C: 4.141 1.480 3.761
C: 3.648 1.428 2.476
C: 2.643 0.503 2.079
O: 2.328 0.359 0.839
H: 0.427 -3.226 2.985
H: -0.037 -2.356 4.428
H: 1.679 -2.733 4.155
H: -3.998 -3.308 3.839
H: -2.324 -2.720 3.593
H: -1.908 -4.450 0.999
H: -1.132 -6.789 0.742
H: -1.416 -8.404 2.586
H: -2.491 -7.676 4.697
H: -3.276 -5.349 4.940
H: 2.185 -0.859 5.184
H: 4.053 0.624 5.741
H: 4.904 2.207 4.021
H: 3.977 2.138 1.725
C: 5.721 0.588 -0.209
C: 5.054 -0.410 -1.019
N: 4.542 -1.221 -1.649
H: 6.738 0.267 0.010
H: 5.163 0.710 0.720
H: 5.745 1.540 -0.736
C: 0.719 5.294 -0.321
Si: -0.007 3.927 0.803
C: 0.993 3.985 2.427
C: -1.740 4.554 1.303
O: -0.007 2.510 0.113
H: 0.908 6.232 0.210
H: 0.040 5.508 -1.152
H: 1.665 4.954 -0.754
H: 0.824 4.897 3.008
H: 2.066 3.903 2.235
H: 0.715 3.129 3.050
H: -1.697 5.483 1.881
H: -2.243 3.798 1.912
H: -2.366 4.732 0.425
C: 3.063 -2.758 0.690
As: 1.691 -2.993 -0.648
C: 2.410 -3.229 -2.422
C: 1.037 -4.790 -0.286
O: 0.448 -1.954 -0.530
H: 3.967 -3.294 0.407
H: 2.680 -3.131 1.640
H: 3.260 -1.694 0.780
H: 3.367 -3.745 -2.366
H: 2.533 -2.268 -2.902
H: 1.686 -3.821 -2.983
H: 1.831 -5.528 -0.406
H: 0.241 -4.979 -1.007
H: 0.628 -4.833 0.721
F: -1.549 -2.346 -7.569
C: -0.430 -2.948 -7.138
C: 0.518 -2.233 -6.427
C: 1.679 -2.929 -6.117
F: 2.669 -2.296 -5.466
C: 1.885 -4.254 -6.445
F: 3.023 -4.883 -6.122
C: 0.891 -4.941 -7.119
F: 1.061 -6.227 -7.438
C: -0.265 -4.278 -7.484
F: -1.205 -4.933 -8.180
Ge: 0.233 -0.503 -5.375
S: -0.079 -1.026 -3.385
C: 1.881 0.480 -6.033
C: 2.272 0.427 -7.357
F: 1.484 -0.175 -8.265
C: 3.447 0.997 -7.809
F: 3.798 0.932 -9.102
C: 4.272 1.645 -6.908
F: 5.412 2.202 -7.329
C: 3.913 1.722 -5.575
F: 4.718 2.355 -4.714
C: 2.726 1.140 -5.157
F: 2.406 1.230 -3.867
C: -1.268 0.482 -6.318
C: -1.167 1.689 -6.987
F: 0.028 2.263 -7.196
C: -2.271 2.361 -7.486
F: -2.131 3.515 -8.154
C: -3.531 1.829 -7.298
F: -4.602 2.460 -7.788
C: -3.679 0.641 -6.607
F: -4.903 0.134 -6.427
C: -2.555 -0.002 -6.121
F: -2.735 -1.135 -5.445